DFT (ωB97M-V/def2-TZVPD) results for a cluster of 2 separate species, C12H30FIO8P3 in total.

Last columns: bonded neighbours and bond lengths (Å).
Cartesian coordinates (Å):
1 C 6.0395 -1.1585 0.6975  C2 1.515, H20 1.079, H21 1.079, H22 1.086
2 C 4.9796 -1.6316 -0.2759  C1 1.515, O3 1.404, H23 1.085, H24 1.091
3 O 3.7071 -1.7749 0.3001  C2 1.404, C4 1.425
4 C 3.1307 -0.5356 0.7040  O3 1.425, P5 1.946, H25 1.088, H26 1.086
5 P 1.2615 -0.3816 0.1859  C4 1.946, C6 1.920, I7 2.665, C8 1.918, O12 1.704, P15 2.306
6 C 1.8528 -0.0103 -1.6029  P5 1.920, H27 1.080, H28 1.078, H29 1.075
7 I -1.2484 0.1394 -0.5423  P5 2.665
8 C 0.6946 -0.7508 1.9803  P5 1.918, C9 1.530, H30 1.078, H31 1.081
9 C 1.1874 -2.0681 2.5827  C8 1.530, C10 1.517, H32 1.080, H33 1.080
10 C 1.6765 -1.7838 3.9898  C9 1.517, F11 1.392, H34 1.087, H35 1.086
11 F 2.4258 -2.8333 4.5141  C10 1.392
12 O 1.0757 -2.0472 -0.1215  P5 1.704, C13 1.391
13 C 0.6560 -2.6019 -1.3262  O12 1.391, C14 1.530, H36 1.085, H37 1.092
14 C -0.4326 -3.6438 -1.0602  C13 1.530, H38 1.084, H39 1.078, H40 1.080
15 P 1.4850 1.8644 0.6570  P5 2.306, P16 2.152, H41 1.415
16 P -0.2279 2.8032 1.5591  P15 2.152, O17 1.459, O18 1.613, O19 1.622
17 O 0.2640 3.9207 2.3575  P16 1.459
18 O -1.2082 3.3968 0.4245  P16 1.613, H42 0.974
19 O -1.1318 1.8554 2.5152  P16 1.622, H43 0.974
20 H 5.9430 -0.1095 0.9316  C1 1.079
21 H 6.0193 -1.7438 1.6032  C1 1.079
22 H 7.0121 -1.2850 0.2317  C1 1.086
23 H 5.2719 -2.6190 -0.6169  C2 1.085
24 H 4.9570 -0.9811 -1.1517  C2 1.091
25 H 3.2661 -0.3844 1.7728  C4 1.088
26 H 3.6682 0.2649 0.2040  C4 1.086
27 H 2.5753 -0.7466 -1.9216  C6 1.080
28 H 1.0065 0.0199 -2.2699  C6 1.078
29 H 2.2929 0.9701 -1.6224  C6 1.075
30 H -0.3830 -0.7632 1.9673  C8 1.078
31 H 0.9711 0.0890 2.6021  C8 1.081
32 H 0.3508 -2.7427 2.6906  C9 1.080
33 H 2.0052 -2.5482 2.0655  C9 1.080
34 H 2.3184 -0.9079 3.9461  C10 1.087
35 H 0.8523 -1.5217 4.6461  C10 1.086
36 H 0.2686 -1.9439 -2.0972  C13 1.085
37 H 1.4895 -3.1445 -1.7768  C13 1.092
38 H -0.9674 -3.8322 -1.9843  C14 1.084
39 H -0.0276 -4.5450 -0.6285  C14 1.078
40 H -1.1430 -3.1725 -0.3966  C14 1.080
41 H 2.3790 1.9206 1.7519  P15 1.415
42 H -1.9499 2.7823 0.2816  O18 0.974
43 H -1.9168 1.5093 2.0548  O19 0.974
44 C -7.8926 1.3336 -2.5501  O45 1.427, H50 1.086, H51 1.088, H52 1.088
45 O -6.8754 2.0308 -3.2681  C44 1.427, C46 1.337
46 C -6.0412 2.7281 -2.4907  O45 1.337, O47 1.202, O48 1.330
47 O -6.1000 2.8043 -1.2921  C46 1.202
48 O -5.1438 3.3207 -3.2728  C46 1.330, C49 1.432
49 C -4.1725 4.1003 -2.5671  O48 1.432, H53 1.087, H54 1.088, H55 1.085
50 H -8.4926 0.8147 -3.2922  C44 1.086
51 H -7.4537 0.6076 -1.8688  C44 1.088
52 H -8.5219 2.0301 -1.9992  C44 1.088
53 H -3.5946 3.4754 -1.8913  C49 1.087
54 H -4.6518 4.9077 -2.0172  C49 1.088
55 H -3.5066 4.5233 -3.3124  C49 1.085

Total charge = -1
Energy above the lowest of the compared OMol25 structures with the same formula, charge and spin = 0.0 kcal/mol
Total energy = -2498.889184 Eh
HOMO energy = -4.9 eV